No. 1
{"formula": "C6H10O", "method": "ωB97M-V/def2-TZVPD", "gap_ev": 9.937, "lumo_ev": 1.0164, "charge": 0, "species": ["C", "O", "H", "H", "H", "H", "C", "C", "H", "C", "H", "H", "H", "C", "H", "C", "H"], "coordinates": [[1.2920, -0.5229, -0.1130], [0.9851, -0.8272, 1.2675], [1.0947, -0.0627, 1.8362], [-1.8342, -1.3916, 0.2772], [-1.9220, 0.7166, -0.7820], [-1.8675, 1.3824, 0.8476], [-0.0399, 1.5282, -0.2465], [1.1489, 0.9467, -0.4157], [-0.0883, -0.8311, -1.8160], [-1.0993, -0.6700, 0.5562], [-0.1516, 2.5974, -0.4255], [-1.1190, -0.6760, 1.6878], [0.3976, -2.3301, -0.9865], [-1.3057, 0.7763, 0.1169], [2.0117, 1.5094, -0.7655], [0.1842, -1.2520, -0.8190], [2.3134, -0.8934, -0.2196]], "atomic_forces_ev_per_a": [[0.1, 0.1, 0.6], [2.0, -0.1, 0.7], [0.4, 0.3, -0.1], [-1.2, 0.2, -0.4], [-0.1, 0.4, -0.2], [0.1, -0.3, -0.1], [0.1, -0.1, 0.0], [-0.1, 0.2, 0.3], [-0.1, -0.1, 0.9], [-0.3, -0.5, -1.5], [0.0, -0.2, 0.0], [0.9, -0.7, -1.5], [-0.6, 0.5, 0.8], [-0.1, -0.1, -0.3], [-0.1, 0.0, 0.2], [-0.9, 0.3, 1.3], [-0.1, 0.1, -0.7]]}

=====

No. 2
{"formula": "C6H10O", "method": "ωB97M-V/def2-TZVPD", "gap_ev": 8.429, "lumo_ev": -0.3490, "charge": 0, "species": ["C", "H", "H", "C", "C", "C", "H", "C", "C", "O", "H", "H", "H", "H", "H", "H", "H"], "coordinates": [[1.0159, 1.0861, -0.4112], [-1.9259, -1.1782, 0.0758], [1.8972, 1.6352, -0.7320], [1.4196, -0.4265, 0.0314], [-1.4385, 0.9508, -0.0416], [-1.0898, -0.5143, 0.3075], [0.0091, -1.1238, -1.5305], [-0.1664, 1.6924, -0.3204], [0.1225, -0.8966, -0.4687], [1.6366, -0.5974, 1.3090], [0.4800, -2.4585, 0.5938], [-0.8381, -0.5861, 1.3682], [-2.0082, 1.4102, 0.7740], [2.2381, -0.7047, -0.6640], [-2.0820, 0.9936, -0.9315], [0.9596, -2.0483, 1.1390], [-0.2296, 2.7661, -0.4987]], "atomic_forces_ev_per_a": [[-0.1, 0.3, 0.0], [0.1, 0.1, 0.0], [-0.1, -0.1, 0.1], [-0.1, -0.2, -0.2], [0.0, 0.0, 0.0], [0.1, -0.1, 0.1], [0.0, 0.0, 0.1], [0.2, -0.2, 0.0], [0.0, 0.1, 0.1], [0.0, 0.0, 0.0], [0.0, 0.1, 0.0], [-0.1, 0.0, -0.1], [0.1, -0.1, -0.1], [-0.1, 0.1, 0.1], [0.1, 0.0, 0.1], [0.0, 0.1, -0.1], [0.1, -0.2, 0.0]]}

=====

No. 3
{"formula": "C6H10O", "method": "ωB97M-V/def2-TZVPD", "smiles": "C1=CCOCCC1", "gap_ev": 10.592, "lumo_ev": 1.1202, "charge": 0, "species": ["H", "H", "H", "C", "O", "C", "H", "H", "C", "H", "H", "C", "H", "C", "H", "H", "C"], "coordinates": [[0.7582, 2.0582, -0.5115], [-1.7006, 1.9444, -0.1151], [1.9506, 0.1064, -0.2836], [-1.0632, 1.0638, 0.0058], [-1.2228, 0.3257, -1.1940], [-0.3635, -0.8033, -1.2972], [0.2419, -1.8210, 1.8410], [0.6684, -0.4855, -1.2349], [0.3843, 1.4249, 0.3147], [-1.1564, -2.5413, -0.1056], [1.9058, 0.2682, 1.4296], [-0.4564, -1.6973, -0.1100], [0.4050, 2.0760, 1.1972], [0.3372, -1.2647, 0.8792], [-1.4184, 0.4896, 0.8701], [-0.5108, -1.2642, -2.2684], [1.2406, 0.1201, 0.5829]], "atomic_forces_ev_per_a": [[0.2, -0.6, 0.2], [0.2, -0.1, 0.0], [-0.6, -0.9, 0.8], [-0.1, 0.1, 0.2], [-0.2, 0.1, -0.2], [0.1, -0.1, -0.4], [0.8, 1.0, -0.5], [-0.1, 0.2, -1.0], [-0.1, -0.3, 0.1], [0.4, 0.3, 0.4], [-0.2, 0.0, 0.3], [0.4, 0.4, 0.0], [-0.1, -0.2, 0.0], [0.3, 0.7, -0.5], [-0.3, 0.1, -0.1], [-0.4, 0.0, 0.0], [-0.3, -0.6, 0.6]]}